1.
Here is 2 unconnected molecules or ions with the total composition C12H20F3N4O4 from OMol25. Energies are from ωB97M-V with the def2-TZVPD basis set.

Summary:
largest force on an atom: 0.1211 hartree/bohr
net charge: +1
Kohn-Sham gap: 7.7 eV

```
43
C12H20F3N4O4, DFT ωB97M-V with the def2-TZVPD basis set
N -3.73 -2.84 0.76
C -3.46 -1.77 1.80
C -2.08 -0.88 1.48
C -2.36 0.64 0.96
N -3.70 1.29 0.69
C -0.91 1.45 0.73
C 0.33 0.45 1.11
N 0.38 -0.96 1.55
N -0.80 -1.60 1.73
C -0.73 -3.07 2.19
C -0.72 -4.11 0.92
O 0.69 -4.09 0.40
C -1.02 -5.67 1.32
F 0.17 -6.28 2.00
F -1.17 -6.44 0.02
F -2.26 -5.80 2.16
H -3.69 -3.77 1.28
H -4.73 -2.74 0.46
H -3.42 -2.28 2.88
H -4.39 -1.02 1.86
H -4.23 0.76 -0.06
H -3.48 2.24 0.26
H -0.83 2.56 0.36
H 1.41 0.97 1.01
H 0.34 -3.18 2.70
H -1.51 -3.33 3.03
H -1.38 -3.77 0.01
H 0.69 -3.24 -0.17
C 4.05 5.79 -2.97
C 4.33 5.03 -1.69
O 3.17 4.32 -1.26
C 2.92 3.15 -1.91
O 3.60 2.67 -2.80
O 1.78 2.62 -1.41
C 1.35 1.44 -2.08
H 3.17 6.43 -2.86
H 4.91 6.42 -3.25
H 3.85 5.11 -3.80
H 4.57 5.75 -0.89
H 5.19 4.36 -1.79
H 2.15 0.69 -2.11
H 1.01 1.68 -3.09
H 0.51 1.01 -1.52
```

2.
Here is a molecular structure, C2NO5 from OMol25. Energies are from ωB97M-V with the def2-TZVPD basis set.

Summary:
largest force on an atom: 0.0638 hartree/bohr
energy above the lowest of the compared OMol25 structures with the same formula, charge and spin: 31.4 kJ/mol
net charge: -1
Kohn-Sham gap (spin up / spin down): 8.7 / 8.7 eV

```
8
C2NO5, DFT ωB97M-V with the def2-TZVPD basis set
C -0.92 0.49 -0.21
C 1.85 -0.20 0.05
N -1.84 -0.31 0.53
O 2.29 -1.17 -0.44
O -0.99 1.64 -0.53
O 1.98 0.83 0.61
O 0.02 -0.39 -0.23
O -2.57 -1.17 0.05
```

3.
Here is a molecular structure, C4H11Cl4N2O5Sn from OMol25. Energies are from ωB97M-V with the def2-TZVPD basis set.

Summary:
largest force on an atom: 0.0835 hartree/bohr
energy above the lowest of the compared OMol25 structures with the same formula, charge and spin: 86.8 kJ/mol
net charge: +1
Kohn-Sham gap: 5.8 eV

```
27
C4H11Cl4N2O5Sn, DFT ωB97M-V with the def2-TZVPD basis set
Sn 3.46 -2.37 -0.03
O 0.89 -1.33 -0.01
H 0.39 -0.59 0.33
C -3.10 0.47 -1.27
N -2.62 -0.27 -2.46
O -3.37 -0.40 -3.39
O -1.46 -0.64 -2.45
H -4.18 0.46 -1.17
H -2.86 1.52 -1.44
H -2.60 0.05 -0.40
C 0.08 -1.29 3.40
N 0.62 -2.55 2.82
O 1.85 -2.61 2.69
O -0.16 -3.37 2.44
H -0.49 -0.80 2.62
H 0.95 -0.76 3.77
H -0.54 -1.57 4.25
C 1.47 0.80 -2.79
Cl 0.85 2.45 -2.63
Cl 3.25 0.80 -2.58
H 0.96 0.12 -2.11
H 1.25 0.44 -3.80
C 1.06 2.16 0.86
Cl -0.38 3.12 0.52
Cl 2.52 3.13 0.84
H 0.94 1.69 1.83
H 1.24 1.33 0.18
```

4.
Here is a single C4H7Cl molecule from OMol25. Energies are from ωB97M-V with the def2-TZVPD basis set.

Summary:
largest force on an atom: 0.1487 hartree/bohr
structure (SMILES): ClCC1CC1
energy above the lowest of the compared OMol25 structures with the same formula, charge and spin: 233.1 kJ/mol
Kohn-Sham gap: 10.9 eV

```
12
C4H7Cl, DFT ωB97M-V with the def2-TZVPD basis set
Cl 0.93 -1.28 -0.75
C 0.25 -0.58 0.94
C -0.49 0.61 0.90
C -0.13 1.58 -0.11
C -1.62 1.16 -0.12
H 1.06 -0.51 1.68
H -0.34 -1.49 1.26
H -0.67 0.89 1.78
H -0.03 2.77 0.10
H 0.39 1.45 -1.01
H -1.75 0.36 -0.78
H -2.46 1.70 -0.02
```

5.
Here is 24 unconnected molecules or ions with the total composition C6H64BNO24 from OMol25. Energies are from ωB97M-V with the def2-TZVPD basis set.

Summary:
largest force on an atom: 0.2325 hartree/bohr
energy above the lowest of the compared OMol25 structures with the same formula, charge and spin: 208.1 kJ/mol
Kohn-Sham gap: 7.9 eV

```
96
C6H64BNO24, DFT ωB97M-V with the def2-TZVPD basis set
C -2.80 -1.96 2.72
O -1.83 -1.05 2.26
C -0.91 -1.54 1.30
C 0.10 -0.47 1.02
N 1.05 -0.79 -0.16
H 1.75 -1.46 0.22
H 0.54 -1.45 -0.94
C 1.68 0.33 -0.90
C 0.94 0.80 -2.12
O 1.79 1.94 -2.54
C 1.44 2.43 -3.87
H -3.17 -1.58 3.87
H -2.18 -2.92 2.81
H -3.49 -2.27 2.05
H -1.52 -1.73 0.22
H -0.32 -2.52 1.41
H 0.44 -0.48 1.88
H -0.30 0.62 0.68
H 2.47 -0.21 -1.53
H 2.17 1.12 -0.36
H -0.15 1.11 -1.92
H 0.71 -0.03 -2.88
H 1.28 1.44 -4.64
H 1.97 3.21 -4.27
H 0.36 3.08 -3.79
B 0.43 -3.07 -2.22
H 0.27 -4.03 -3.07
H 0.64 -3.71 -1.07
H 1.24 -2.31 -2.58
H -0.70 -2.56 -2.17
O 1.51 5.45 -5.72
H 0.90 5.73 -5.06
H 1.14 4.69 -6.10
O 2.85 -2.74 1.83
H 3.63 -2.46 2.18
H 3.23 -3.60 1.45
O -2.55 0.35 -1.32
H -2.80 1.28 -1.58
H -3.22 0.17 -0.76
O 1.89 2.30 -7.54
H 2.63 2.49 -7.09
H 1.13 2.65 -7.22
O -0.18 3.57 -6.65
H -0.65 3.83 -7.45
H -0.80 3.33 -5.99
O -0.84 -5.15 4.20
H 0.01 -4.64 4.03
H -0.42 -6.03 3.94
O 3.41 1.05 2.09
H 3.02 1.90 2.44
H 3.94 1.62 1.69
O 3.42 5.48 -3.43
H 3.96 4.70 -3.14
H 3.11 5.36 -4.19
O -3.26 -5.54 2.02
H -2.37 -5.75 2.28
H -3.48 -4.87 2.65
O 0.13 5.95 -3.33
H -0.87 5.88 -3.51
H 0.19 6.79 -2.89
O -2.57 -4.22 -0.71
H -1.77 -3.89 -0.92
H -2.48 -4.32 0.27
O -5.88 -0.70 5.42
H -4.93 -0.88 5.36
H -6.11 -0.40 4.51
O -2.71 1.85 1.28
H -2.83 2.01 2.24
H -2.61 1.00 1.18
O 4.11 3.34 -6.11
H 4.90 3.62 -6.61
H 4.31 3.17 -5.28
O -4.65 -0.78 0.03
H -5.05 -1.52 0.25
H -4.79 -0.17 0.82
O 2.66 3.63 -0.89
H 2.50 2.92 -1.54
H 2.99 4.38 -1.38
O -0.75 -1.45 5.70
H -0.65 -2.10 5.10
H -0.01 -1.06 5.30
O 1.09 -3.38 3.90
H 1.36 -3.20 2.96
H 1.70 -3.56 4.47
O 5.06 2.51 0.46
H 4.39 3.05 0.04
H 5.61 3.10 1.14
O 1.57 0.34 4.24
H 2.06 0.80 5.04
H 2.11 0.39 3.58
O -3.97 -4.54 4.45
H -3.32 -3.79 4.68
H -4.71 -4.16 4.99
O -3.43 -1.76 6.03
H -2.47 -1.52 6.03
H -3.36 -2.38 6.69
```

6.
Here is a molecular structure, C33H39F6HgN8O4PS3 from OMol25. Energies are from ωB97M-V with the def2-TZVPD basis set.

Summary:
largest force on an atom: 0.0912 hartree/bohr
multiplicity: 2
energy above the lowest of the compared OMol25 structures with the same formula, charge and spin: 190.1 kJ/mol
net charge: -1
Kohn-Sham gap (spin up / spin down): 4.7 / 7.6 eV

```
95
C33H39F6HgN8O4PS3, DFT ωB97M-V with the def2-TZVPD basis set
Hg 0.63 -0.71 -1.17
S 4.75 -6.89 -3.44
N 4.46 -5.44 -4.24
C 3.58 -4.81 -3.48
C 3.18 -3.42 -3.81
C 3.64 -2.72 -4.95
C 3.42 -1.40 -5.04
C 2.53 -0.84 -4.15
N 2.10 -1.45 -3.06
C 2.45 -2.77 -2.78
C 1.95 -3.44 -1.67
N 1.15 -2.73 -0.75
C 0.85 -3.36 0.41
C 1.22 -4.61 0.77
C 2.10 -5.34 -0.08
C 2.35 -4.76 -1.37
C 3.17 -5.47 -2.31
N 3.70 -6.65 -2.08
H 4.18 -3.39 -5.69
H 3.86 -0.81 -5.83
H 2.23 0.24 -4.17
H 0.28 -2.80 1.17
H 0.97 -5.03 1.73
H 2.50 -6.30 0.02
F -2.25 -3.89 0.78
C -3.14 -3.07 1.31
F -3.68 -2.36 0.32
F -4.13 -3.75 1.83
S -2.32 -1.85 2.40
O -1.47 -1.13 1.47
O -3.35 -1.10 3.15
N -1.32 -2.76 3.30
S -1.98 -3.96 4.17
O -1.39 -5.16 3.72
O -3.38 -3.88 4.56
C -1.25 -3.58 5.82
F 0.06 -3.86 5.88
F -1.82 -4.38 6.72
F -1.40 -2.30 6.15
N 3.54 2.13 5.72
C 4.41 1.98 4.64
N 3.86 1.41 3.66
C 2.55 1.12 4.06
C 1.54 0.57 3.33
C 0.26 0.49 3.90
C 0.04 1.02 5.16
C 1.05 1.55 5.92
C 2.34 1.56 5.35
H 3.83 2.34 6.68
H 5.42 2.24 4.73
H 1.58 0.06 2.37
H -0.56 0.04 3.42
H -0.94 1.05 5.66
H 0.85 2.05 6.89
C -2.13 2.48 1.08
C -1.22 3.25 0.11
C -1.84 4.67 -0.18
C 0.15 3.44 0.77
P -0.96 2.22 -1.43
N 0.09 1.13 -1.05
C -0.28 3.32 -2.84
C 1.05 3.89 -2.35
C -1.18 4.41 -3.50
C 0.22 2.39 -3.99
C -2.64 1.56 -2.03
C -2.53 1.05 -3.45
C -3.08 0.31 -1.21
C -3.79 2.58 -2.01
H -2.28 2.95 2.02
H -1.69 1.45 1.24
H -3.15 2.29 0.64
H -2.10 5.07 0.79
H -2.79 4.73 -0.81
H -1.07 5.25 -0.65
H 0.04 4.20 1.57
H 0.90 3.75 0.08
H 0.56 2.55 1.19
H 0.98 4.72 -1.67
H 1.65 4.27 -3.19
H 1.64 3.12 -2.05
H -1.53 5.12 -2.74
H -2.07 3.93 -4.06
H -0.55 4.87 -4.26
H 0.99 1.77 -3.54
H 0.50 2.92 -4.88
H -0.48 1.65 -4.29
H -1.70 0.31 -3.51
H -2.47 1.85 -4.24
H -3.55 0.54 -3.64
H -2.61 -0.58 -1.61
H -4.14 0.18 -1.34
H -2.84 0.32 -0.13
H -3.65 3.50 -2.56
H -4.03 2.87 -0.96
H -4.63 2.07 -2.43
```

7.
Here is 2 unconnected molecules or ions with the total composition C4H12N3O from OMol25. Energies are from ωB97M-V with the def2-TZVPD basis set.

Summary:
largest force on an atom: 0.0144 hartree/bohr
energy above the lowest of the compared OMol25 structures with the same formula, charge and spin: 189.7 kJ/mol
net charge: -1
Kohn-Sham gap: 5.6 eV

```
20
C4H12N3O, DFT ωB97M-V with the def2-TZVPD basis set
C -0.25 3.12 -0.67
O -0.46 3.93 0.36
C 0.15 1.68 -0.27
N -0.06 0.65 -1.32
H -1.15 2.97 -1.35
H 0.56 3.46 -1.39
H 1.22 1.64 -0.02
H -0.42 1.41 0.62
H 0.51 0.91 -2.11
H -1.02 0.70 -1.63
C 1.44 -2.34 0.48
N 0.24 -1.57 0.49
C -0.86 -1.97 1.16
N -2.05 -1.57 0.88
H 2.31 -1.68 0.36
H 1.59 -2.85 1.43
H 1.47 -3.08 -0.33
H 0.15 -0.85 -0.25
H -0.67 -2.67 1.97
H -2.69 -1.90 1.59
```

8.
Here is a single C17H22N4O2S2 molecule from OMol25. Energies are from ωB97M-V with the def2-TZVPD basis set.

Summary:
largest force on an atom: 0.0672 hartree/bohr
structure (SMILES): Cc1nc2sccn2c1C(=O)NN1C(=O)[C@@H](C)S[C@]12CC[C@H](C)CC2
energy above the lowest of the compared OMol25 structures with the same formula, charge and spin: 89.9 kJ/mol
Kohn-Sham gap: 9.3 eV

```
47
C17H22N4O2S2, DFT ωB97M-V with the def2-TZVPD basis set
C 3.43 -0.50 -1.54
C 2.47 -1.51 -2.08
N 2.71 -2.18 -3.29
C 1.72 -3.05 -3.34
S 1.15 -4.20 -4.55
C -0.28 -4.56 -3.54
C -0.26 -3.80 -2.38
N 0.88 -2.98 -2.30
C 1.34 -1.99 -1.45
C 0.73 -1.48 -0.20
O -0.12 -2.20 0.34
N 0.91 -0.18 0.20
N 0.44 0.29 1.45
C 1.10 -0.06 2.60
O 2.25 -0.49 2.62
C 0.31 0.03 3.88
C 0.98 0.84 5.00
S -1.28 0.83 3.41
C -0.89 0.93 1.61
C -2.12 0.29 0.93
C -2.23 0.66 -0.56
C -2.13 2.18 -0.78
C -2.20 2.58 -2.25
C -0.83 2.73 -0.20
C -0.78 2.40 1.29
H 3.55 -0.62 -0.44
H 3.13 0.52 -1.70
H 4.41 -0.67 -2.02
H -1.02 -5.29 -3.78
H -1.01 -3.89 -1.58
H 1.68 0.33 -0.22
H 0.12 -0.97 4.26
H 1.92 0.39 5.36
H 1.16 1.89 4.73
H 0.33 0.85 5.83
H -2.16 -0.79 1.07
H -3.05 0.64 1.41
H -1.43 0.18 -1.09
H -3.16 0.28 -0.95
H -2.99 2.67 -0.27
H -1.47 2.00 -2.81
H -3.22 2.36 -2.68
H -1.96 3.62 -2.46
H 0.07 2.30 -0.69
H -0.74 3.82 -0.30
H -1.61 2.99 1.74
H 0.16 2.81 1.72
```

9.
Here is 10 unconnected molecules or ions with the total composition C34H41Cl2N9O6 from OMol25. Energies are from ωB97M-V with the def2-TZVPD basis set.

Summary:
largest force on an atom: 0.0579 hartree/bohr
structure (SMILES): C[N+](=O)[O-].C[N+](=O)[O-].C[N+](=O)[O-].c1ccncc1.c1ccncc1.c1ccncc1.c1ccncc1.c1ccncc1.c1ccncc1.ClCCl
Kohn-Sham gap: 9.5 eV

```
92
C34H41Cl2N9O6, DFT ωB97M-V with the def2-TZVPD basis set
C -7.06 1.69 -5.01
N -6.36 2.19 -3.80
O -6.68 3.32 -3.41
O -5.48 1.52 -3.30
H -6.85 2.38 -5.83
H -8.11 1.63 -4.74
H -6.74 0.66 -5.15
C 5.41 -3.30 3.05
N 6.71 -3.40 2.30
O 6.59 -3.32 1.09
O 7.76 -3.57 2.91
H 4.90 -2.41 2.69
H 5.74 -3.05 4.06
H 4.87 -4.24 2.93
C -5.92 -1.49 2.06
N -5.88 -2.50 3.15
O -4.92 -3.23 3.26
O -6.81 -2.53 3.96
H -5.04 -0.85 2.07
H -6.87 -0.98 2.26
H -6.00 -2.02 1.11
C 3.68 9.50 2.30
C 2.98 8.68 3.23
C 2.20 7.61 2.76
N 2.01 7.39 1.43
C 2.56 8.26 0.54
C 3.40 9.29 0.95
H 4.34 10.27 2.69
H 3.19 8.84 4.28
H 1.59 6.92 3.33
H 2.37 8.10 -0.51
H 4.01 9.86 0.25
C -6.90 3.72 5.02
C -6.88 4.36 3.79
C -5.58 4.60 3.27
N -4.44 4.24 3.87
C -4.51 3.65 5.08
C -5.71 3.42 5.75
H -7.83 3.44 5.50
H -7.81 4.54 3.27
H -5.47 5.01 2.28
H -3.54 3.31 5.41
H -5.81 2.82 6.64
C -1.18 -7.43 -2.48
C -0.85 -6.15 -2.02
C 0.22 -5.98 -1.13
N 1.15 -6.92 -0.89
C 0.90 -8.17 -1.45
C -0.26 -8.46 -2.21
H -2.08 -7.62 -3.04
H -1.46 -5.30 -2.27
H 0.37 -5.01 -0.68
H 1.61 -8.94 -1.19
H -0.51 -9.46 -2.53
C 1.68 -4.71 8.05
C 1.03 -4.26 6.90
C 0.77 -5.15 5.85
N 1.39 -6.36 5.81
C 2.11 -6.77 6.88
C 2.25 -5.98 8.02
H 1.73 -4.16 8.98
H 0.55 -3.30 6.93
H 0.16 -4.96 4.98
H 2.66 -7.69 6.77
H 2.81 -6.38 8.86
C 6.02 2.84 -2.33
C 6.24 1.70 -3.12
C 7.07 1.80 -4.29
N 7.59 3.00 -4.71
C 7.36 4.09 -3.94
C 6.62 4.03 -2.71
H 5.40 2.71 -1.45
H 5.76 0.78 -2.80
H 7.30 0.92 -4.86
H 7.82 4.96 -4.36
H 6.43 4.85 -2.03
C -0.01 -2.07 -9.35
C -0.59 -1.42 -10.43
C -1.65 -0.52 -10.14
N -2.04 -0.18 -8.82
C -1.42 -0.86 -7.86
C -0.48 -1.88 -8.03
H 0.75 -2.79 -9.62
H -0.24 -1.55 -11.44
H -2.06 0.18 -10.85
H -1.72 -0.73 -6.83
H -0.04 -2.47 -7.24
Cl -0.23 0.53 -0.96
C -0.07 1.63 0.45
Cl 0.10 0.76 2.00
H 0.85 2.20 0.31
H -0.92 2.31 0.46
```